[1]
Density functional theory data (wB97M-V/def2-TZVPD) for a 9-piece molecular cluster, C8H34N16O9 overall at a distorted geometry.

Each line ends with the Mulliken charge.
CARTESIAN COORDINATES (ANGSTROEM)
1 H 1.73741 -3.21845 -4.51041  0.1617
2 H -2.10745 -0.25587 3.78226  0.1151
3 H 3.31803 0.82815 0.08967  0.2275
4 H -2.75210 1.79632 2.80979  0.2163
5 H -0.08026 0.44600 -0.03528  -0.0305
6 H 0.81986 -3.61711 0.24366  -0.0093
7 C -0.43172 -4.80133 -0.81854  0.7143
8 H -0.08155 5.17217 -1.10514  0.1481
9 H -0.82663 2.22425 -2.40628  0.2813
10 N 0.85666 1.49174 4.48613  -0.4691
11 N 2.51326 1.00036 -2.06370  -0.1515
12 C 2.89470 -0.94959 0.94971  0.6376
13 O -1.16824 -2.05586 -3.90743  -0.6844
14 H -4.42028 2.50469 -0.52423  0.2164
15 N -0.14398 -3.79839 0.00231  -0.2196
16 H 1.81464 -2.40878 1.77509  0.2103
17 H 1.49101 -4.97883 -0.83192  0.1865
18 H 0.58108 -5.63067 -2.22286  0.2292
19 N 2.04924 -1.42798 1.83071  -0.4044
20 O 3.34157 3.05187 -2.36603  -0.6783
21 H 4.04508 0.47584 -4.05444  0.1760
22 H 0.62516 2.16445 5.20303  0.1780
23 N 0.63073 -5.23517 -1.29485  -0.4069
24 H 0.45552 3.61499 3.42069  0.2544
25 H -0.50297 3.98463 -2.63489  0.1363
26 O -0.45614 2.29955 0.01282  -0.4209
27 O -1.53427 -4.98691 -1.22967  -0.6669
28 H 1.30625 0.61547 4.71000  0.2494
29 H 0.32715 -3.02988 -5.50352  0.2289
30 N -0.14313 4.43349 -0.41909  -0.3870
31 H -4.37862 -2.37206 2.80247  0.1463
32 C -3.77315 2.10395 1.18679  0.3931
33 C -0.38721 3.22886 -0.79905  0.5218
34 N 0.65443 -1.96139 -2.70360  0.2775
35 O -0.10051 -0.44797 -0.37682  -0.3773
36 H 0.23493 -1.45568 -1.93653  -0.0254
37 N -2.75660 -0.96273 3.46750  -0.3867
38 N -0.02377 2.81501 3.03287  -0.4260
39 H 2.80955 0.05950 -2.28070  0.1721
40 H -0.40314 2.94427 2.10579  0.0582
41 C 3.30333 1.88094 -2.62743  0.6299
42 H 1.48290 -0.72290 2.28040  0.4158
43 H -1.69401 1.97844 1.44023  -0.2081
44 N -2.62961 1.90080 1.81270  0.0147
45 N 0.77245 -2.93462 -4.60201  -0.4347
46 C 0.41689 1.61825 3.26686  0.6812
47 O 3.62518 -1.71506 0.33915  -0.7394
48 O 0.42241 0.72698 2.47610  -0.4584
49 H -4.15749 -2.16768 1.05763  0.2375
50 H 0.10077 4.56499 0.55215  0.1930
51 N -3.56269 2.22220 -0.07165  -0.3260
52 H -3.57283 -0.99163 4.06165  0.1427
53 C 0.00804 -2.23671 -3.76436  0.7804
54 N 2.86381 0.36235 0.86222  -0.4318
55 H -2.58566 2.17566 -0.32332  0.2677
56 H 2.11549 0.86273 1.32017  0.2224
57 H -0.54634 -0.95427 0.30225  0.3949
58 N 4.09046 1.39761 -3.64412  -0.4205
59 H 4.63860 2.17706 -3.97892  0.2415
60 H 1.62127 -2.24368 -2.77862  0.1094
61 N -3.82491 -2.08574 2.00778  -0.3836
62 O -1.79321 -1.36179 1.44990  -0.5629
63 N -0.58197 3.14691 -2.07624  -0.4054
64 C -2.69865 -1.53603 2.23873  0.4592
65 H -0.84694 -3.08981 0.15686  0.0525
66 H 1.91163 1.30434 -1.31154  -0.0947
67 O -4.91345 2.05972 1.66713  -0.7693

structure (SMILES) = NC(N)=O.NC(N)=O.NC(N)=O.NC(N)=O.NC(N)=O.NC(N)=O.NC(N)=O.NC(N)=O.O
E_LUMO = -0.08 eV
HOMO level = -8.98 eV
frontier orbital gap = 8.90 eV
calculated total energy = -51121.525 eV

[2]
Density functional theory data (wB97M-V/def2-TZVPD) for C8H34O9 as an isolated structure at a distorted geometry.

Each line ends with the Mulliken charge.
CARTESIAN COORDINATES (ANGSTROEM)
1 H 2.76030 -1.76051 -1.68717  0.5786
2 H 4.35957 -1.33431 0.09272  0.3423
3 O -1.63446 -1.75366 0.66405  -0.6618
4 O -3.01162 1.39148 -2.29802  -0.5845
5 O 0.57890 -0.04828 -2.51893  -0.6705
6 H -1.99960 1.68177 0.73384  0.4416
7 O 1.78059 -2.91359 -0.00299  -0.6933
8 H -2.49521 2.69573 2.80242  0.4339
9 H -1.29766 1.12428 -1.06350  -0.0651
10 C -1.85848 1.01500 1.58448  -0.6544
11 H 0.26771 -0.23525 -1.63324  -0.2319
12 H 1.73149 0.52807 -2.43199  0.4071
13 C -2.14224 -0.71933 -1.88248  -1.5735
14 H -1.54250 -1.34596 -1.22237  0.4022
15 O 1.24885 0.55851 1.80513  -0.6103
16 H -2.07733 -3.78858 -0.53344  0.2273
17 H -1.18225 0.53977 4.07301  0.3101
18 H -0.71495 2.29416 2.92384  0.1518
19 H 3.82341 0.36346 0.20666  0.1024
20 H -3.17773 -1.05967 -1.88598  0.2687
21 H 1.95828 -2.74006 0.92142  0.2948
22 H 0.44824 -0.86717 -2.99707  0.3886
23 H -2.39471 -1.41104 1.13401  0.2321
24 H 1.02374 -2.36497 -0.20899  0.1122
25 H -0.10363 1.18111 0.33484  -1.9038
26 H -2.88665 0.87949 -0.40031  0.4280
27 H -0.97997 0.40492 1.37443  0.7176
28 C -2.27384 0.69126 -1.28186  0.2579
29 H -1.52656 -2.39737 -0.30299  0.7065
30 H 1.41107 3.10664 -0.25426  0.3993
31 H 0.62173 -0.28831 0.43901  0.2232
32 H -2.74595 0.39377 1.70519  0.5861
33 H -0.54649 -1.12887 -0.03073  -0.1535
34 O 0.30623 -0.79497 -0.30933  0.3536
35 C 3.98855 -0.47647 -0.46812  -1.2728
36 H -2.97462 2.30778 -2.01405  0.3242
37 H 2.15268 1.54164 -0.63217  0.5278
38 O 2.62878 0.22523 -2.27460  -0.7775
39 C 0.68260 1.58699 0.97139  1.9162
40 H -1.63900 -0.73037 -2.84930  0.2667
41 H 1.53172 1.00101 2.60873  0.4445
42 H 0.29046 2.35766 1.63501  0.4465
43 C -1.73400 1.91648 2.84011  -0.6546
44 H 2.66021 2.40153 0.78506  0.3498
45 O -1.40387 -3.18087 -0.83900  -0.6942
46 H 1.93723 -0.67238 -0.60491  -0.4474
47 C 2.78359 -0.74659 -1.28777  0.7525
48 C 1.78597 2.17704 0.17399  -1.9145
49 H -1.30297 -2.45602 1.22354  0.3843
50 H 4.85171 -0.23282 -1.08755  0.3662
51 O -1.96730 1.08266 3.97022  -0.5810

E_LUMO = -0.46 eV
HOMO level = -8.19 eV
frontier orbital gap = 7.72 eV
calculated total energy = -27265.999 eV

[3]
Density functional theory data (wB97M-V/def2-TZVPD) for a 12-piece molecular cluster, C8H36O11 overall at a distorted geometry.

Each line ends with the Mulliken charge.
CARTESIAN COORDINATES (ANGSTROEM)
1 H -1.15853 -2.38199 2.30885  0.3127
2 H -1.26247 -3.05012 -2.93318  0.4853
3 H -0.33593 -3.46841 0.38990  -0.0819
4 H -0.21954 -1.87307 -3.20798  0.3410
5 H -0.81250 -4.72387 -0.74275  0.2575
6 C -0.57840 -0.77716 -0.44230  0.4390
7 O 0.94749 -3.86010 2.36761  -0.6148
8 H 2.19339 -2.32271 1.87575  0.3670
9 H 0.30101 -3.41111 2.88344  0.3951
10 H 0.89752 -4.14623 -2.46100  0.3150
11 H -2.34067 -1.52560 -1.48558  0.3416
12 H -4.44583 0.94401 -1.10962  0.2626
13 H 0.72240 -4.90190 -0.28743  0.4539
14 H 1.16711 1.31797 -1.71939  0.3254
15 H -1.37141 3.02946 -1.21047  0.2910
16 C -2.05458 0.19331 1.43660  0.4055
17 O 0.98091 2.07239 -2.36694  -0.7141
18 C -2.36024 1.37422 2.16938  -1.0895
19 O -3.65646 0.47045 -1.41151  -0.5388
20 H -0.66568 4.09549 0.74740  0.4442
21 H 3.09780 0.45353 2.16891  0.2592
22 C 0.59496 -3.34223 -1.65140  -0.5043
23 O 0.09967 3.95083 1.27642  -0.6546
24 H 1.91216 4.16834 0.03294  0.3412
25 H -0.43048 1.13082 0.16255  -0.5188
26 H 0.81303 -4.34138 1.65303  0.2762
27 H 1.84263 2.38729 -2.48594  0.2502
28 H 2.49093 0.46480 -0.45253  0.2262
29 O -1.77459 3.68447 -0.57653  -0.6752
30 C 0.05441 -4.04903 -0.47826  -0.6386
31 C -0.54941 -2.47466 -2.35009  -1.0037
32 O 2.57421 3.68115 -0.50300  -0.6012
33 H 4.33265 1.20066 1.98266  0.3084
34 H -2.70369 1.25261 3.18922  0.4368
35 O 3.33966 1.27663 1.86576  -0.5500
36 H 3.31200 -0.53595 -0.94215  0.2423
37 H 1.41535 -2.71908 -1.51394  0.2141
38 H -2.67556 3.23385 -0.59930  0.3317
39 O 2.45674 -0.21488 -1.01244  -0.5079
40 O -0.77227 -1.87609 3.01320  -0.7259
41 C -1.26663 -1.52590 -1.32444  -0.5141
42 H -0.22314 1.17691 -3.36144  0.4286
43 H -3.53804 0.80413 -2.30718  0.2726
44 C -1.16609 0.30092 0.48272  0.0929
45 H -1.54803 2.14568 2.27460  0.1349
46 O -1.12092 1.02111 -3.60944  -0.5885
47 H 0.61012 -0.87788 -0.36444  0.0080
48 H -1.41162 1.99909 -3.53606  0.2608
49 H -2.71784 -0.66879 1.71279  0.3408
50 H 0.12908 3.04583 1.46698  0.2180
51 H -0.34965 -1.07765 2.72451  0.3477
52 H 2.15319 -2.08087 3.34035  0.2603
53 H -3.22413 1.90660 1.70217  0.1862
54 H 3.17159 3.29655 0.10185  0.2620
55 O 2.52915 -1.72394 2.57552  -0.6141

structure (SMILES) = C/C=C/C=C/CCC.O.O.O.O.O.O.O.O.O.O.O
E_LUMO = 0.18 eV
HOMO level = -8.67 eV
frontier orbital gap = 8.85 eV
calculated total energy = -31398.869 eV

[4]
Density functional theory data (wB97M-V/def2-TZVPD) for a 11-piece molecular cluster, C8H38N16O11 overall at a distorted geometry.

Each line ends with the Mulliken charge.
CARTESIAN COORDINATES (ANGSTROEM)
1 H -0.67334 -3.51640 2.84720  0.2627
2 H 3.21843 1.02994 4.42359  0.1118
3 O -1.68227 -1.24036 0.67472  -0.6482
4 H -3.17818 0.13048 -0.40556  0.1053
5 H -2.34602 -2.82180 -0.11402  0.3187
6 H -1.16635 0.91075 -3.25906  0.2428
7 N 3.41712 0.11697 4.77694  -0.3717
8 H 2.65981 1.92647 -5.61617  0.1344
9 O 1.97525 -2.60239 -3.54638  -0.6440
10 H 0.13221 3.66346 -1.22520  0.2668
11 C 1.52305 1.39628 -4.02279  0.4868
12 H 3.51750 -2.03644 -0.92526  0.1619
13 H 4.75279 -3.07878 -2.24002  0.1554
14 H 4.34020 1.45495 -1.62315  0.1965
15 O 2.35128 1.19241 -0.05327  -0.4858
16 C -4.58529 1.59822 -0.52338  0.5385
17 N -3.92054 -0.65212 -3.18102  -0.2602
18 N 3.36592 2.91399 0.99652  -0.4159
19 H 1.38353 0.52960 4.09215  0.1457
20 H -2.82893 1.52060 -3.20709  0.2933
21 N 2.69242 1.00135 -3.44561  -0.1921
22 N -3.90701 0.60962 0.09630  -0.0885
23 C 2.47526 -0.84753 4.98031  0.6209
24 N -5.46613 2.23235 0.26694  -0.4678
25 N 4.19855 2.18675 -0.95202  -0.3641
26 O -4.43098 1.92782 -1.70622  -0.6854
27 H 4.37275 0.00293 5.07330  0.2167
28 H -5.90031 3.02804 -0.16720  0.2384
29 C -2.75297 -0.05639 4.66790  0.4800
30 C 3.25644 2.01936 -0.00093  0.5430
31 H -4.48605 0.15903 -3.34767  0.1956
32 H 1.34240 -0.41503 1.32771  -0.0252
33 O 2.61129 -1.95499 5.44982  -0.6326
34 O -3.23623 0.44977 5.68073  -0.6892
35 O -0.27334 -2.91652 3.48804  -0.5920
36 H -4.14990 -1.62491 -3.29097  0.2628
37 H 2.86994 2.87305 1.86711  0.1923
38 C -0.52334 -0.83197 0.53601  0.6117
39 N -2.17072 0.76350 -3.29649  -0.1200
40 H 0.45080 -3.42244 3.87538  0.2508
41 H -1.78342 -1.68503 3.94704  0.2056
42 N -2.66771 0.47248 3.41839  -0.2787
43 O -3.03779 -3.37382 -0.50663  -0.7162
44 H 4.07838 -3.89995 -3.67389  0.2640
45 H 4.87177 2.93097 -0.96192  0.1641
46 H 2.75864 0.95831 -2.44434  -0.0670
47 H -5.80608 1.70152 1.04879  0.1919
48 O 0.46460 1.41495 -3.40477  -0.8602
49 N 2.70835 -1.99717 -1.52100  -0.2312
50 H 1.84239 -1.51733 -1.32967  0.1752
51 N 1.32401 -0.43733 4.33084  -0.2745
52 H -2.79554 -2.02469 5.30738  0.1751
53 H 0.96368 2.32736 -5.73944  0.2531
54 H -0.13175 2.49964 -2.18564  0.4691
55 O -0.53466 3.01454 -1.46351  -0.5870
56 N -0.06626 -0.27987 -0.58851  0.4512
57 H -2.80889 -3.41239 -1.44034  0.3218
58 H 0.49927 -0.99828 4.47274  0.1441
59 H -2.35857 -0.00329 2.58314  0.1839
60 H 4.13878 3.55495 0.95027  0.1387
61 C 2.87248 -2.61672 -2.69367  0.6476
62 H 0.35793 -1.36459 2.34119  0.1658
63 O -1.79702 -1.42105 -2.86209  -0.6246
64 H -0.62699 -0.37021 -1.42369  -0.3433
65 N -2.41262 -1.36047 4.66097  -0.2239
66 N 3.99113 -3.35670 -2.83429  -0.4359
67 H -3.09493 1.37015 3.25811  0.1712
68 C -2.58298 -0.48359 -3.02830  0.3085
69 H -4.11818 0.50318 1.07039  0.1842
70 N 0.44987 -0.84417 1.48615  -0.0525
71 H 0.79678 0.24107 -0.52207  -0.0158
72 H 3.55109 0.95897 -3.96356  0.1721
73 N 1.72516 1.87893 -5.25924  -0.4265

structure (SMILES) = NC(N)=O.NC(N)=O.NC(N)=O.NC(N)=O.NC(N)=O.NC(N)=O.NC(N)=O.NC(N)=O.O.O.O
E_LUMO = -0.52 eV
HOMO level = -8.76 eV
frontier orbital gap = 8.24 eV
calculated total energy = -55284.573 eV

Question: HOMO level of number 3 (C8H36O11)?
Answer: -8.67 eV

Question: Which of these has the lowest frontier orbital gap?
Answer: C8H34O9

Question: Look up the HOMO level of the second one.
Answer: -8.19 eV